13 unconnected molecules or ions with the total composition C14H54N16O13 in a non-equilibrium geometry, computed with the ωB97M-V functional and the def2-TZVPD basis.

The geometry in ORCA input format:
```
! wB97M-V def2-TZVPD RIJCOSX def2/J DEFGRID3
* xyz 0 1
C 3.29 -3.84 1.64
C 1.81 -3.83 1.55
O 1.35 -4.32 0.34
H 3.57 -3.32 2.47
H 3.69 -3.24 0.86
H 3.77 -4.86 1.63
H 1.41 -2.83 1.76
H 1.40 -4.43 2.46
H 1.70 -5.22 0.29
C 0.95 -2.52 -2.72
O -0.34 -2.88 -2.36
N 1.19 -1.88 -3.85
N 1.93 -2.97 -2.05
H 0.69 -2.06 -4.72
H 2.11 -1.53 -4.02
H 1.75 -3.26 -1.12
H 2.93 -2.78 -2.18
C -2.55 1.85 1.16
O -1.39 1.88 1.87
N -3.62 2.50 1.41
N -2.90 0.94 0.26
H -3.33 3.37 1.91
H -4.51 2.46 0.86
H -2.12 0.32 -0.04
H -3.96 0.93 -0.06
C -4.06 -0.73 3.25
O -4.27 -1.78 4.10
N -3.69 -0.99 2.02
N -4.40 0.53 3.39
H -3.33 -1.96 1.93
H -3.33 -0.21 1.39
H -4.78 0.84 4.33
H -4.23 1.26 2.80
C 4.05 3.20 -0.08
O 4.81 3.33 -1.26
N 2.70 3.34 -0.04
N 4.52 2.87 1.15
H 2.22 3.56 -0.93
H 2.05 3.19 0.79
H 5.48 2.62 1.32
H 3.84 2.83 1.93
C 1.69 2.99 2.90
O 1.79 1.72 3.39
N 0.89 3.29 1.98
N 2.58 3.88 3.16
H 0.03 2.75 2.03
H 0.61 4.27 1.63
H 3.23 3.72 3.94
H 2.78 4.69 2.53
C 0.51 1.77 -4.82
O 0.88 3.16 -4.95
N 0.92 0.98 -3.88
N -0.39 1.17 -5.60
H 1.63 1.27 -3.22
H 0.73 0.00 -3.85
H -0.84 1.67 -6.37
H -0.50 0.12 -5.71
C -3.57 -1.29 -2.27
O -3.66 -2.48 -1.44
N -4.61 -0.58 -2.64
N -2.41 -0.92 -2.81
H -5.60 -0.97 -2.40
H -4.63 0.17 -3.46
H -1.56 -1.36 -2.36
H -2.43 0.09 -3.29
C -2.06 -3.76 1.56
O -1.50 -4.24 2.68
N -1.32 -3.34 0.60
N -3.31 -3.62 1.27
H -0.31 -3.54 0.62
H -1.73 -2.95 -0.24
H -4.01 -4.05 1.95
H -3.63 -3.20 0.44
C 0.43 3.71 -1.64
O 1.60 3.84 -2.40
H 0.28 2.67 -1.31
H -0.41 3.91 -2.28
H 0.51 4.52 -0.93
H 1.39 3.60 -3.27
C 3.64 -0.25 0.24
O 3.46 0.00 -1.14
H 2.86 0.19 0.84
H 4.61 0.18 0.59
H 3.54 -1.33 0.54
H 3.41 0.96 -1.29
C 0.17 0.14 -0.48
O -0.88 -0.67 -0.11
H 0.10 0.48 -1.55
H 1.09 -0.50 -0.37
H 0.21 0.94 0.20
H -0.59 -0.93 0.77
C -0.59 -0.70 3.21
O 0.60 -0.54 2.47
H -1.21 -1.53 2.85
H -1.34 0.12 3.11
H -0.39 -0.91 4.32
H 0.91 0.34 2.84
*
```

**ΔE to the lowest compared entry with this formula, charge and spin**: 1280.4 kJ/mol
**HOMO level**: -8.08 eV
**Energy**: -65848.622 eV